No. 1
This record from the Open Molecules 2025 dataset describes a structure of composition C27H29F2N3PSbSe6Ti. The level of theory is ωB97M-V with the def2-TZVPD basis set.

Last column: Löwdin charge in e.
CARTESIAN COORDINATES (ANGSTROEM)
H (-4.367, 2.874, 4.004)  0.098
H (0.638, 1.463, -5.088)  0.073
H (-0.950, 3.264, -4.407)  0.065
C (2.146, -0.430, 3.873)  -0.005
H (-3.844, 0.434, 4.093)  0.092
C (1.497, -0.515, 2.645)  -0.215
C (2.752, -2.512, 1.703)  -0.207
C (1.075, -1.392, 0.394)  -0.158
C (1.065, 1.655, 4.261)  -0.054
Se (-2.042, -1.265, 2.207)  0.692
C (-3.333, -3.744, -1.872)  -0.091
C (-2.260, 2.613, 1.392)  -0.193
H (-1.801, 3.178, 0.590)  0.004
C (-3.534, -2.388, -1.982)  -0.122
C (-1.340, -3.295, -0.654)  -0.163
H (2.580, -1.323, -3.301)  0.061
H (-4.043, -4.437, -2.309)  0.096
H (2.423, 0.736, 5.647)  0.100
H (-1.589, -1.915, -5.760)  0.060
C (-2.535, 0.536, 2.401)  -0.752
C (1.778, -1.524, 1.603)  -0.123
H (-0.196, 2.278, 2.669)  0.026
C (0.091, -1.198, -4.583)  -0.429
N (0.598, 0.413, 2.273)  -0.020
C (2.376, -0.251, -3.391)  -0.428
C (3.103, -3.351, 0.667)  0.046
Se (-1.099, 5.370, -1.170)  -0.234
C (3.233, 0.526, -2.395)  -0.177
H (-1.649, -0.188, -5.402)  0.054
F (3.435, -2.716, 2.865)  0.030
C (-1.377, -1.162, -4.995)  -0.157
H (-3.319, 4.272, 2.190)  0.107
C (0.432, 1.486, 3.042)  -0.159
C (-2.219, -4.219, -1.179)  -0.077
C (-3.129, 3.212, 2.280)  -0.056
C (1.419, -2.242, -0.659)  -0.115
H (-2.030, -1.352, -4.141)  0.041
H (3.005, 0.238, -1.368)  0.037
H (3.875, -4.096, 0.787)  0.121
H (2.633, 0.032, -4.420)  0.070
N (-1.956, 1.313, 1.475)  -0.190
H (-1.145, 2.547, -2.818)  -0.014
H (2.843, -1.192, 4.171)  0.096
H (-1.800, 1.719, -4.229)  0.037
C (0.379, 1.602, -4.030)  -0.424
C (-0.961, 2.315, -3.867)  -0.196
N (-1.504, -1.977, -0.784)  -0.093
Se (3.033, 4.950, -0.756)  -0.294
F (2.740, -3.979, -1.565)  0.036
H (-0.462, -3.611, -0.104)  0.109
H (1.157, 2.231, -3.589)  0.061
C (-3.696, 2.429, 3.278)  -0.075
H (-4.398, -1.977, -2.486)  0.097
Ti (-0.582, 0.053, 0.280)  0.317
H (0.894, -2.194, -1.602)  0.063
Se (0.522, 5.011, 2.523)  -0.198
Se (0.604, 1.968, -0.448)  0.220
H (0.736, -0.992, -5.447)  0.065
P (0.542, -0.041, -3.197)  0.898
C (-3.408, 1.078, 3.342)  -0.107
H (0.349, -2.203, -4.230)  0.065
C (1.911, 0.658, 4.696)  -0.063
H (-2.037, -5.277, -1.050)  0.090
H (4.294, 0.335, -2.579)  0.063
C (2.419, -3.176, -0.516)  -0.276
Se (-2.753, 0.346, -1.315)  0.708
Sb (0.812, 4.660, 0.139)  -0.299
H (0.904, 2.574, 4.806)  0.092
H (3.067, 1.602, -2.461)  0.041
C (-2.606, -1.512, -1.398)  -0.767

Summary:
- energy relative to the best compared isomer or geometry (same formula, charge and spin) (kJ/mol) = 0.00
- Kohn-Sham gap (eV) = 5.8627
- energy (Ha) = -17250.16316
- charge = -2
- LUMO level (eV) = 4.03
- 2S+1 = 1

No. 2
This record from the Open Molecules 2025 dataset describes a cluster of 2 separate species, C27H29F9N4O7PS2 in total in a non-equilibrium geometry. The level of theory is ωB97M-V with the def2-TZVPD basis set.

Last column: Löwdin charge in e.
CARTESIAN COORDINATES (ANGSTROEM)
H (1.338, 0.376, 0.753)  0.134
H (1.990, 2.009, 2.351)  0.158
O (1.086, 1.141, 5.056)  0.140
C (1.099, 1.426, 2.605)  -0.155
H (-1.759, 2.465, 0.139)  0.130
O (0.221, 3.421, 1.561)  -0.054
H (2.644, 2.229, -2.050)  0.101
H (-0.168, -1.547, 1.205)  0.093
N (2.517, -0.104, 3.707)  0.079
C (5.942, -1.192, 1.460)  -0.354
O (8.303, -2.434, -0.512)  0.159
C (-7.760, -2.237, 0.191)  -0.143
O (-2.907, 3.317, -3.964)  -0.154
C (-4.790, -2.564, 2.090)  -1.077
F (-3.011, 0.490, -3.415)  0.080
S (-3.907, -1.173, 2.636)  0.959
H (-1.559, 1.405, -2.097)  0.088
H (-0.831, 0.005, 0.830)  0.113
F (-1.356, 1.170, -4.628)  0.093
C (-1.257, -0.597, 2.833)  -0.271
F (4.144, -2.737, 1.237)  0.091
C (0.564, 1.738, -2.208)  -0.072
O (-3.660, 2.792, -6.131)  -0.122
H (-1.875, 0.301, 2.850)  0.066
C (1.496, 0.877, 3.965)  -0.396
H (-3.029, 3.942, -7.626)  0.102
C (4.495, -1.469, 0.960)  -0.365
C (3.513, -0.401, 1.520)  -0.221
H (3.037, -2.998, 3.239)  0.018
C (-0.315, -0.548, 1.617)  -0.142
H (0.654, 1.271, -3.178)  0.098
H (1.520, -3.055, 1.591)  0.018
H (1.013, -3.021, 4.736)  -0.014
S (-4.280, -4.103, 2.250)  0.706
C (2.265, -0.699, 2.364)  -0.384
H (2.423, 3.262, 0.185)  0.117
N (-6.018, -2.241, 1.501)  -0.170
C (-0.685, 1.808, -1.611)  -0.040
F (-3.028, 0.148, -5.549)  0.096
H (-6.748, -0.664, 2.763)  0.114
N (-7.983, -1.269, 1.145)  0.066
C (-1.538, 2.441, -7.372)  -0.091
O (6.394, -3.641, -0.538)  0.180
P (1.817, -2.450, 2.825)  0.803
F (8.076, -1.936, 1.966)  0.145
C (1.046, 0.151, 1.782)  -0.189
C (-2.204, -1.810, 2.769)  -0.472
H (-2.027, 1.581, -7.832)  0.071
C (7.169, -2.914, 0.007)  -0.421
H (-2.051, -2.410, 1.876)  0.055
H (-1.008, 1.958, 2.333)  0.104
C (-2.577, 3.396, -6.789)  -0.303
C (-0.800, 2.393, -0.359)  -0.007
H (-2.105, 4.143, -6.141)  0.107
H (-0.105, 2.959, 3.490)  0.139
C (1.560, 2.854, -0.324)  -0.036
F (4.484, -1.331, -0.386)  0.151
O (3.817, 0.732, 1.258)  0.180
H (3.449, 0.270, 3.832)  0.134
C (-6.929, -1.288, 1.904)  -0.188
H (-6.078, -3.649, -0.139)  0.105
H (-8.453, -2.461, -0.602)  0.096
H (-0.848, 2.075, -6.615)  0.052
C (-2.704, 1.073, -4.606)  -0.541
F (5.867, -0.757, 2.739)  0.152
H (-0.718, -0.627, 3.772)  0.083
H (8.235, -2.497, -1.477)  0.148
F (6.477, -3.390, 2.228)  0.160
C (-0.049, 2.424, 2.543)  -0.114
H (-4.510, 2.115, -4.461)  0.137
C (6.918, -2.400, 1.439)  -0.367
C (-3.465, 2.426, -4.715)  -0.544
C (0.320, 2.888, 0.282)  -0.302
N (0.686, -2.576, 3.890)  -0.243
F (6.499, -0.233, 0.705)  0.174
C (-6.567, -2.854, 0.393)  -0.083
H (-0.945, 2.959, -8.132)  0.061
H (-2.139, -2.423, 3.660)  0.062
C (1.671, 2.272, -1.577)  -0.083

Summary:
- Kohn-Sham gap (eV) = 4.8483
- energy (Ha) = -3828.46771
- charge = -1
- LUMO level (eV) = 0.85
- 2S+1 = 1

No. 3
This record from the Open Molecules 2025 dataset describes a structure of composition C27H29FIrN3OSTe in a non-equilibrium geometry. The level of theory is ωB97M-V with the def2-TZVPD basis set.

Last column: Löwdin charge in e.
CARTESIAN COORDINATES (ANGSTROEM)
H (1.872, 1.536, -7.104)  0.097
Ir (-0.161, 0.052, 0.200)  0.860
H (2.746, 0.012, 0.472)  0.081
N (3.460, -1.820, 1.113)  0.082
C (3.257, -3.980, 0.098)  0.017
H (0.886, 3.718, -6.025)  0.054
C (-4.343, -0.618, -1.011)  -0.061
C (-0.512, 2.808, 1.689)  -0.120
C (-0.106, -0.166, 3.130)  -0.163
C (0.350, 4.337, -0.455)  -0.015
C (2.116, -0.275, 2.487)  -0.228
N (0.798, -0.361, 2.126)  0.002
H (-1.767, -3.913, 1.895)  0.094
C (-0.092, 4.937, 0.707)  -0.289
H (0.679, 4.932, -1.293)  0.113
C (-4.596, 0.318, -1.998)  -0.101
H (1.874, 0.260, 5.829)  0.110
H (4.253, -2.226, 1.582)  0.145
H (-0.149, -3.193, 1.925)  0.081
C (-0.076, 2.152, 0.537)  -0.261
H (-1.605, 1.844, -2.076)  0.053
H (3.076, -4.565, 0.998)  0.087
H (-0.842, 4.690, 2.692)  0.112
C (1.580, 0.096, 4.806)  -0.020
C (1.533, 1.622, -6.085)  -0.212
C (-3.601, 1.204, -2.366)  -0.090
O (1.693, -2.189, -0.238)  -0.213
C (3.138, -0.429, 1.396)  -0.110
H (4.064, 0.076, 1.674)  0.132
H (-0.312, -3.369, -0.524)  0.065
H (-3.788, 1.943, -3.133)  0.102
S (0.583, 2.568, -3.909)  0.938
H (-5.562, 0.356, -2.480)  0.096
H (-1.148, -0.194, 2.834)  0.100
C (2.518, -0.064, 3.786)  -0.014
H (4.325, -3.943, -0.102)  0.084
C (-0.517, 4.190, 1.789)  -0.030
H (-2.002, -3.921, -0.400)  0.094
H (-0.556, 0.198, 5.167)  0.114
C (-1.212, -2.964, 1.898)  -0.103
C (0.361, 2.955, -0.516)  -0.169
F (-0.099, 6.290, 0.794)  0.038
H (2.746, -4.444, -0.741)  0.089
C (-1.345, -3.040, -0.461)  -0.100
Te (1.164, -0.416, -2.261)  1.049
H (-1.593, -2.489, -1.366)  0.080
C (0.227, 0.066, 4.434)  -0.047
C (-3.107, -0.671, -0.381)  -0.260
N (-1.505, -2.178, 0.706)  -0.304
C (1.580, 0.571, -5.150)  -0.287
H (1.947, -0.417, -5.374)  0.088
H (-3.029, -1.143, 1.695)  0.118
C (1.106, 0.910, -3.909)  -0.959
C (2.716, -2.585, 0.302)  -0.546
C (1.026, 2.766, -5.554)  -0.433
H (3.577, -0.041, 4.009)  0.117
H (-5.122, -1.305, -0.709)  0.105
C (-2.358, 1.136, -1.757)  -0.124
H (-0.839, 2.250, 2.554)  0.072
C (-2.875, -1.658, 0.738)  -0.181
H (-1.462, -2.422, 2.807)  0.069
C (-2.080, 0.203, -0.760)  -0.214
H (-3.606, -2.483, 0.692)  0.127
H (0.719, 2.491, -1.423)  -0.013

Summary:
- energy relative to the best compared isomer or geometry (same formula, charge and spin) (kJ/mol) = 208.41
- Kohn-Sham gap (alpha / beta) (eV) = 5.8760 / 5.8685
- energy (Ha) = -2156.08125
- LUMO level (alpha / beta) (eV) = -0.60 / -0.60
- 2S+1 = 1

> Which of these has the lowest energy?

C27H29F2N3PSbSe6Ti